No. 1
ORCA calculation (ωB97M-V/def2-TZVPD) on a cluster of 2 separate species, C4H6N4O3PS in total.

```
19
C4H6N4O3PS (ωB97M-V/def2-TZVPD)
C -1.211 0.779 -1.823
C 0.895 -2.336 1.350
C -0.282 -1.329 1.463
C 0.594 2.068 -0.853
N -1.818 2.671 -0.763
N -2.521 1.007 -1.906
N -2.805 2.112 -1.264
N -0.783 1.871 -1.099
O 2.372 0.198 -0.532
O 1.023 3.050 -0.295
O 0.269 -0.022 1.451
P 1.789 0.936 -1.686
S -0.051 -0.406 -2.268
H 1.200 -2.449 2.349
H 0.464 -3.162 0.890
H 1.607 -1.955 0.669
H -0.877 -1.448 2.293
H -1.076 -1.431 0.533
H 1.212 -0.156 1.491
```

Values from the calculation:
HOMO energy = -4.80 eV
Charge = -1
Gap between HOMO and LUMO = 8.10 eV
E_tot = -36472.6765 eV
Energy relative to the best compared isomer or geometry (same formula, charge and spin) = 83.2 kJ/mol



No. 2
ORCA calculation (ωB97M-V/def2-TZVPD) on a cluster of 2 separate species, CH6N5 in total.

```
12
CH6N5 (ωB97M-V/def2-TZVPD)
C 1.543 0.344 0.107
N -2.840 -0.065 -0.295
N -1.704 -0.259 0.236
N 2.025 1.209 0.745
N -0.569 0.392 0.102
N 1.659 -0.814 -0.439
H -3.604 -0.504 0.249
H -1.638 -0.998 1.019
H 1.657 2.078 0.960
H -0.629 1.152 -0.515
H 2.553 -1.029 -0.824
H 0.853 -1.442 -0.762
```

Values from the calculation:
HOMO energy = -14.19 eV
Charge = +1
Gap between HOMO and LUMO = 9.63 eV
E_tot = -8573.7634 eV
Energy relative to the best compared isomer or geometry (same formula, charge and spin) = 279.6 kJ/mol



No. 3
ORCA calculation (ωB97M-V/def2-TZVPD) on an isolated molecule of C5H7NOS.

```
15
C5H7NOS (ωB97M-V/def2-TZVPD)
C -2.069 0.205 -0.017
C 0.247 1.251 0.139
C 1.433 0.480 -0.426
C 1.313 -0.764 0.376
C -0.053 -1.258 -0.085
H -2.407 1.253 0.068
H -0.106 2.057 -0.496
H 0.375 1.581 1.156
H 1.237 0.283 -1.455
H 1.233 -0.560 1.464
H -0.081 -1.623 -1.110
H -0.550 -1.945 0.571
N -0.726 0.094 0.030
O -2.832 -0.727 -0.140
S 2.987 -0.327 -0.075
```

Values from the calculation:
HOMO energy = -9.41 eV
Charge = 0
Structure (SMILES) = O=CN1C[C@H]2S[C@@H]2C1
Gap between HOMO and LUMO = 10.07 eV
E_tot = -19668.5987 eV
Energy relative to the best compared isomer or geometry (same formula, charge and spin) = 289.8 kJ/mol



No. 4
ORCA calculation (ωB97M-V/def2-TZVPD) on a cluster of 8 separate species, C47H50N9O2P in total.

```
109
C47H50N9O2P (ωB97M-V/def2-TZVPD)
C -1.463 -0.946 -1.019
N -0.672 -1.072 -2.254
C 0.694 -1.551 -2.002
C 1.378 -2.230 -3.225
C 0.747 -3.264 -4.070
P -0.972 -3.950 -3.807
C -2.317 -2.741 -4.280
C -1.128 -4.532 -2.036
C 1.500 -3.847 -5.191
C 2.879 -3.416 -5.469
C 3.524 -2.417 -4.646
C 2.739 -1.839 -3.537
C 3.713 -0.829 -2.860
O 3.534 0.050 -2.074
N 5.054 -1.178 -3.362
C 4.946 -1.787 -4.697
O 5.747 -1.747 -5.577
H -2.565 -0.807 -1.215
H -1.396 -1.864 -0.372
H -1.130 -0.066 -0.394
H -0.692 -0.169 -2.724
H 1.327 -0.646 -1.753
H 0.718 -2.193 -1.083
H -2.655 -2.059 -3.470
H -2.059 -2.169 -5.213
H -3.214 -3.367 -4.560
H -0.836 -3.719 -1.325
H -0.359 -5.347 -1.905
H -2.124 -4.957 -1.773
H 1.016 -4.641 -5.807
H 3.424 -3.882 -6.317
H 5.285 -2.011 -2.794
N -1.364 -0.288 3.235
C -0.083 0.097 3.157
C 0.330 1.419 3.220
C -0.634 2.402 3.367
C -1.966 2.030 3.448
C -2.276 0.681 3.379
H 0.635 -0.707 3.038
H 1.381 1.672 3.154
H -0.348 3.447 3.418
H -2.747 2.770 3.564
H -3.305 0.341 3.442
N -4.373 -0.761 -4.785
C -4.563 0.415 -4.178
C -5.710 1.180 -4.318
C -6.719 0.702 -5.138
C -6.546 -0.514 -5.780
C -5.361 -1.203 -5.569
H -3.743 0.749 -3.549
H -5.810 2.125 -3.799
H -7.632 1.271 -5.275
H -7.311 -0.919 -6.428
H -5.180 -2.159 -6.047
N -2.727 0.216 8.169
C -2.153 0.824 7.125
C -1.467 2.026 7.215
C -1.374 2.637 8.455
C -1.963 2.026 9.551
C -2.622 0.823 9.355
H -2.255 0.310 6.176
H -1.020 2.472 6.336
H -0.848 3.578 8.567
H -1.911 2.473 10.535
H -3.095 0.305 10.183
N -4.445 -1.614 -8.945
C -4.260 -2.514 -9.917
C -4.598 -2.298 -11.244
C -5.165 -1.081 -11.586
C -5.369 -0.132 -10.597
C -4.992 -0.446 -9.300
H -3.817 -3.452 -9.600
H -4.422 -3.063 -11.989
H -5.444 -0.874 -12.612
H -5.809 0.829 -10.825
H -5.128 0.265 -8.492
N 0.963 5.426 2.899
C 1.539 6.032 1.856
C 2.227 7.231 1.944
C 2.321 7.843 3.184
C 1.731 7.236 4.280
C 1.069 6.035 4.085
H 1.436 5.517 0.906
H 2.676 7.675 1.065
H 2.850 8.783 3.294
H 1.783 7.684 5.264
H 0.594 5.519 4.914
N 1.130 3.872 11.959
C 1.430 4.361 13.166
C 1.260 3.657 14.348
C 0.746 2.372 14.277
C 0.426 1.844 13.036
C 0.637 2.630 11.915
H 1.826 5.371 13.171
H 1.524 4.103 15.298
H 0.597 1.789 15.178
H 0.021 0.844 12.941
H 0.405 2.260 10.923
N 8.877 -4.161 -1.885
C 8.125 -3.444 -2.727
C 7.869 -3.813 -4.039
C 8.429 -4.991 -4.509
C 9.214 -5.750 -3.655
C 9.404 -5.293 -2.360
H 7.712 -2.529 -2.314
H 7.250 -3.194 -4.675
H 8.254 -5.313 -5.528
H 9.667 -6.675 -3.986
H 10.007 -5.854 -1.654
```

Values from the calculation:
HOMO energy = -7.38 eV
Charge = 0
Structure (SMILES) = CNCc1c(P(C)C)ccc2c1C(=O)NC2=O.c1ccncc1.c1ccncc1.c1ccncc1.c1ccncc1.c1ccncc1.c1ccncc1.c1ccncc1
Gap between HOMO and LUMO = 6.94 eV
E_tot = -76340.9469 eV
Energy relative to the best compared isomer or geometry (same formula, charge and spin) = 161.5 kJ/mol



No. 5
ORCA calculation (ωB97M-V/def2-TZVPD) on a cluster of 12 separate species, C5H30O12 in total.

```
47
C5H30O12 (ωB97M-V/def2-TZVPD)
C -0.299 0.715 -2.346
C 0.225 -0.093 -1.419
C -0.421 -1.347 -1.046
C 0.273 -2.270 -0.320
O 1.559 -1.956 0.005
C -0.237 -3.585 0.124
H 0.178 1.626 -2.643
H -1.219 0.410 -2.834
H 1.175 0.108 -0.938
H -1.417 -1.601 -1.359
H 1.899 -2.273 0.848
H -1.330 -3.534 0.291
H 0.097 -3.861 1.123
H 0.003 -4.327 -0.624
H -2.793 0.907 2.420
H -3.178 -0.623 2.703
O -2.731 0.152 3.025
H -0.884 -0.241 2.639
H -0.680 -0.440 1.259
O -0.340 -0.847 2.076
H 1.583 3.701 -0.886
H 0.855 5.002 -0.285
O 0.748 4.097 -0.604
H -3.834 -2.149 -0.353
H -2.988 -3.127 -1.080
O -3.810 -3.090 -0.585
H -3.016 3.167 1.268
H -1.614 2.537 1.285
O -2.580 2.307 1.181
H 0.749 2.815 2.049
H 0.433 2.961 0.652
O 0.112 2.434 1.429
H 4.650 -2.026 -1.061
H 3.520 -1.054 -0.518
O 4.286 -1.144 -1.093
H 2.880 2.622 0.711
H 4.207 3.099 -0.069
O 3.259 2.924 -0.128
H -2.396 1.156 -0.395
H -3.667 0.528 -1.025
O -2.863 0.318 -0.538
H 2.378 0.506 1.483
H 1.399 1.082 2.368
O 2.370 1.088 2.257
H 1.623 -1.994 -2.425
H 0.444 -2.367 -3.316
O 1.393 -2.311 -3.305
```

Values from the calculation:
HOMO energy = -8.20 eV
Charge = 0
Structure (SMILES) = C=C/C=C(/C)O.O.O.O.O.O.O.O.O.O.O.O
Gap between HOMO and LUMO = 8.17 eV
E_tot = -30241.0747 eV
Energy relative to the best compared isomer or geometry (same formula, charge and spin) = 48.7 kJ/mol



No. 6
ORCA calculation (ωB97M-V/def2-TZVPD) on a structure of composition C32H93Li2N11O24.

```
162
C32H93Li2N11O24 (ωB97M-V/def2-TZVPD)
Li 0.596 3.381 2.685
Li 2.001 1.069 3.266
C -0.202 0.435 1.271
O 0.784 1.399 1.733
H 0.177 -0.557 1.024
H -0.888 0.287 2.105
H -0.827 0.788 0.452
C 0.777 2.658 5.644
O 1.566 2.724 4.507
H -0.303 2.804 5.656
H 0.823 1.616 5.960
H 1.308 3.046 6.513
C 1.499 -4.059 -3.306
C 1.769 -2.699 -3.756
O 1.277 -1.674 -2.903
O 2.159 -4.442 -2.111
H 1.589 -4.826 -4.076
H 0.431 -4.094 -3.091
H 1.335 -2.616 -4.752
H 2.856 -2.636 -3.812
H 1.192 -0.916 -3.487
H 1.769 -5.258 -1.789
C 2.761 -5.231 1.763
C 1.789 -6.398 1.375
O 2.065 -7.539 2.115
O 4.090 -5.488 1.335
H 2.718 -5.147 2.849
H 2.385 -4.286 1.370
H 2.006 -6.585 0.324
H 0.772 -6.005 1.401
H 1.548 -7.510 2.923
H 4.411 -4.741 0.826
C -4.143 0.998 1.586
C -4.237 2.531 1.818
O -5.192 2.765 2.843
O -3.536 0.768 0.327
H -5.109 0.504 1.480
H -3.653 0.554 2.452
H -4.605 3.039 0.927
H -3.321 3.083 2.029
H -5.591 3.613 2.634
H -2.713 1.250 0.211
C 2.667 -0.606 4.944
C 3.892 -0.578 4.102
O 3.793 0.226 2.924
O 1.545 -0.884 4.116
H 2.543 0.367 5.421
H 2.746 -1.328 5.757
H 4.113 -1.568 3.704
H 4.801 -0.271 4.619
H 4.249 -0.269 2.239
H 0.755 -0.829 4.659
C 5.085 3.901 3.781
C 6.628 3.905 3.600
O 7.296 3.891 4.819
O 4.556 3.015 4.797
H 4.550 3.755 2.842
H 4.678 4.876 4.046
H 6.957 4.713 2.947
H 7.016 2.976 3.184
H 6.892 3.146 5.269
H 3.615 2.892 4.652
C -1.328 -2.621 -0.931
C -0.685 -3.579 0.202
O -1.517 -4.594 0.692
O -1.778 -3.442 -1.935
H -0.400 -2.097 -1.161
H -2.189 -2.066 -0.561
H -0.369 -3.035 1.092
H 0.179 -4.072 -0.241
H -1.720 -5.154 -0.061
H -1.729 -2.869 -2.704
C 5.032 2.751 0.332
C 3.736 3.517 -0.106
O 3.722 3.810 -1.484
O 5.977 3.733 0.542
H 5.317 2.004 -0.409
H 4.883 2.397 1.352
H 3.608 4.416 0.497
H 2.777 2.999 -0.107
H 4.539 4.265 -1.700
H 6.832 3.320 0.398
C 0.061 6.093 2.142
C -1.016 5.589 3.143
O -1.264 4.234 2.851
O 1.180 5.207 1.990
H 0.350 7.083 2.495
H -0.457 6.211 1.191
H -1.874 6.261 3.149
H -0.563 5.625 4.134
H -1.877 3.941 3.530
H 1.913 5.827 2.008
C -4.091 -2.846 2.305
O -4.981 -2.489 3.048
N -2.818 -2.762 2.493
N -4.198 -3.586 1.233
H -2.415 -2.196 3.226
H -2.260 -3.403 1.947
H -3.382 -3.886 0.719
H -5.063 -4.044 0.982
C 0.866 2.252 -3.102
O 0.021 1.464 -3.392
N 1.758 2.023 -2.201
N 1.071 3.410 -3.655
H 1.905 1.115 -1.784
H 2.399 2.767 -1.965
H 1.791 4.067 -3.389
H 0.544 3.494 -4.513
C 3.655 -1.541 0.080
O 4.411 -1.546 1.059
N 2.604 -0.806 -0.152
N 3.710 -2.436 -0.901
H 2.141 -0.394 0.646
H 2.006 -0.956 -0.952
H 2.894 -2.594 -1.476
H 4.448 -3.124 -0.855
C -2.122 -0.087 5.631
O -1.422 -1.055 5.699
N -2.260 0.732 4.612
N -3.028 0.144 6.509
H -3.077 1.325 4.650
H -1.642 0.767 3.813
H -3.608 0.965 6.412
H -3.188 -0.551 7.224
C -2.363 3.657 -1.171
O -2.852 4.720 -0.897
N -1.248 3.285 -0.598
N -2.886 2.813 -2.067
H -0.832 2.406 -0.870
H -0.799 4.029 -0.082
H -2.379 1.979 -2.325
H -3.757 3.066 -2.513
C -1.973 -3.969 -5.633
C -2.467 -2.470 -5.993
C -3.745 -2.689 -6.854
C -4.563 -1.320 -7.015
C -4.906 -0.809 -5.536
C -3.615 -0.610 -4.660
N -2.625 -1.722 -4.739
O -1.448 -1.447 -4.107
C -3.058 0.736 -5.152
C -4.140 -0.482 -3.232
C -1.332 -1.848 -6.854
H -2.366 -4.371 -4.700
H -0.908 -3.889 -5.413
H -2.026 -4.792 -6.346
H -3.457 -3.053 -7.840
H -4.261 -3.547 -6.423
H -5.491 -1.499 -7.559
H -4.005 -0.577 -7.584
H -5.467 -1.655 -5.141
H -5.673 -0.039 -5.445
H -2.758 0.696 -6.199
H -3.694 1.615 -5.043
H -2.225 0.932 -4.477
H -4.948 0.247 -3.166
H -4.564 -1.470 -3.051
H -3.454 -0.214 -2.428
H -0.314 -2.029 -6.510
H -1.503 -0.780 -6.988
H -1.303 -2.168 -7.896
H -1.117 -0.650 -4.527
```

Values from the calculation:
HOMO energy = -7.87 eV
Charge = 0
Gap between HOMO and LUMO = 7.72 eV
E_tot = -100632.5055 eV